[1]
{
  "formula": "C5H5BrN4",
  "method": "ωB97M-V/def2-TZVPD",
  "lumo_energy_ha": [-0.044, -0.063],
  "homo_energy_ev": [-8.3, -8.4],
  "homo_lumo_gap_ev": [7.12, 6.69],
  "elements": ["C", "C", "C", "C", "C", "N", "N", "N", "N", "Br", "H", "H", "H", "H", "H"],
  "positions_angstrom": [[0.068, 0.807, -1.547], [1.252, 0.382, -1.031], [1.459, -0.504, 0.130], [-1.678, 0.892, 0.334], [0.464, -1.195, 0.745], [-0.205, 1.164, -2.775], [-1.465, 1.399, -2.983], [-2.093, 1.160, -1.883], [-1.274, 0.885, -0.918], [0.919, -2.489, 2.125], [2.233, 0.546, -1.633], [2.527, -0.618, 0.380], [-1.021, 0.838, 1.160], [-2.784, 0.923, 0.523], [-0.538, -1.125, 0.347]],
  "forces_ev_per_a": [[-2.8, 0.4, 0.6], [3.0, -1.2, 0.7], [-0.1, 0.6, -0.6], [-2.5, -0.1, 1.1], [1.8, -0.3, -0.1], [2.5, 0.7, -2.5], [0.4, -0.9, 0.9], [-3.4, 1.0, -0.4], [2.8, -0.4, -0.5], [-0.6, 0.9, -1.0], [-2.2, -0.1, 0.9], [-0.8, -0.1, 0.2], [0.7, -0.1, 0.3], [1.4, 0.2, -0.4], [-0.1, -0.5, 0.6]],
  "mulliken_charge": [0.38, -0.41, 0.12, -0.58, -0.77, -0.32, -0.42, -0.49, 0.59, -0.16, 0.29, 0.35, 0.52, 0.29, 0.60]
}


[2]
{
  "formula": "C28H31N6ORuSbSe",
  "method": "ωB97M-V/def2-TZVPD",
  "total_charge": 2,
  "lumo_energy_ha": [-0.226, -0.226],
  "homo_energy_ev": [-12.0, -12.0],
  "homo_lumo_gap_ev": [5.88, 5.88],
  "elements": ["Ru", "C", "C", "C", "C", "C", "C", "N", "Sb", "C", "C", "C", "C", "C", "C", "N", "C", "C", "C", "C", "C", "C", "N", "H", "H", "H", "H", "H", "H", "H", "H", "H", "H", "H", "H", "H", "H", "H", "H", "H", "H", "C", "N", "C", "C", "N", "C", "C", "Se", "H", "H", "H", "H", "H", "H", "H", "H", "O", "N", "C", "C", "C", "C", "C", "H", "H", "H", "H", "H"],
  "positions_angstrom": [[0.113, -0.414, 0.828], [-2.538, -0.981, -0.779], [-2.944, -0.569, 0.601], [-4.269, -0.689, 0.997], [-4.634, -0.359, 2.286], [-3.656, 0.105, 3.157], [-2.379, 0.202, 2.658], [-1.986, -0.119, 1.430], [1.765, 0.931, 2.626], [0.927, 2.235, 1.148], [0.947, 3.615, 1.184], [0.425, 4.313, 0.099], [-0.026, 3.598, -0.991], [-0.024, 2.207, -0.961], [-0.397, 1.424, -2.184], [0.378, 1.552, 0.135], [2.827, -0.445, 1.381], [4.086, -0.969, 1.623], [4.607, -1.880, 0.713], [3.857, -2.222, -0.399], [2.587, -1.689, -0.561], [1.744, -1.990, -1.762], [2.083, -0.833, 0.341], [-3.086, -0.413, -1.531], [-1.466, -0.829, -0.938], [-2.770, -2.035, -0.930], [-4.998, -1.060, 0.289], [-5.659, -0.451, 2.616], [-3.899, 0.384, 4.171], [1.378, 4.133, 2.029], [0.414, 5.395, 0.087], [-0.367, 4.104, -1.884], [0.282, 1.685, -2.996], [-0.299, 0.354, -2.005], [-1.409, 1.650, -2.521], [4.649, -0.660, 2.492], [5.592, -2.305, 0.860], [4.248, -2.898, -1.147], [1.836, -1.182, -2.491], [2.050, -2.916, -2.246], [0.692, -2.061, -1.476], [2.534, -4.303, 2.744], [1.832, -4.643, 1.513], [2.211, -5.626, 0.629], [1.304, -5.629, -0.373], [0.387, -4.642, -0.086], [-0.810, -4.367, -0.863], [0.718, -4.036, 1.069], [-0.216, -2.677, 1.968], [3.381, -4.975, 2.848], [1.866, -4.423, 3.593], [2.880, -3.273, 2.699], [3.080, -6.238, 0.792], [1.226, -6.244, -1.251], [-0.746, -4.916, -1.798], [-0.875, -3.303, -1.065], [-1.692, -4.682, -0.309], [-1.327, 0.702, 3.432], [-1.476, 0.492, 4.773], [-1.107, -0.705, 5.254], [-1.140, -0.899, 6.616], [-1.526, 0.147, 7.444], [-1.875, 1.377, 6.897], [-1.837, 1.537, 5.532], [-0.802, -1.440, 4.520], [-0.851, -1.860, 7.016], [-1.547, 0.009, 8.516], [-2.171, 2.210, 7.517], [-2.076, 2.447, 5.001]],
  "forces_ev_per_a": [[0.1, 0.3, 0.3], [0.1, -0.1, 0.1], [0.0, 0.0, -0.2], [-0.1, 0.0, 0.1], [0.1, 0.0, 0.0], [-0.1, 0.0, -0.1], [0.0, 0.0, -0.1], [0.1, 0.0, 0.3], [-1.1, -0.9, 0.1], [0.6, 0.4, 0.2], [-0.1, 0.1, -0.1], [0.0, 0.0, 0.2], [0.0, 0.0, -0.1], [-0.1, 0.0, -0.1], [0.0, -0.1, 0.0], [-0.1, -0.3, -0.1], [0.6, 0.6, 0.0], [0.1, 0.0, -0.2], [0.0, 0.0, 0.2], [0.0, 0.0, -0.1], [-0.1, 0.1, -0.2], [-0.1, 0.0, 0.1], [-0.2, -0.4, 0.1], [0.0, 0.1, 0.0], [-0.1, 0.0, 0.0], [0.0, 0.0, 0.0], [0.0, 0.0, 0.0], [0.0, 0.0, 0.0], [0.0, 0.0, 0.0], [0.0, 0.0, 0.0], [0.0, 0.0, 0.0], [0.0, 0.0, 0.0], [0.0, 0.0, 0.0], [0.0, 0.1, 0.0], [0.0, 0.0, 0.0], [0.0, 0.1, 0.0], [0.0, 0.0, 0.0], [0.0, 0.0, 0.0], [0.0, 0.0, 0.0], [0.0, 0.0, 0.0], [0.1, 0.0, 0.0], [0.0, 0.0, 0.0], [0.0, 0.1, 0.0], [0.0, 0.0, -0.1], [0.1, 0.0, 0.1], [0.0, 0.0, 0.1], [0.0, 0.0, 0.0], [0.1, 0.0, 0.1], [-0.2, 0.1, -0.1], [0.0, 0.0, 0.0], [0.0, 0.0, 0.0], [0.0, 0.0, 0.0], [0.0, 0.0, 0.0], [0.0, 0.0, 0.0], [0.0, 0.0, 0.0], [0.0, 0.0, 0.0], [0.0, 0.0, 0.0], [0.0, 0.2, -0.1], [0.2, 0.0, 0.2], [-0.1, 0.0, 0.0], [0.0, 0.0, 0.0], [0.0, 0.0, 0.0], [0.0, 0.0, 0.0], [0.0, 0.0, 0.0], [0.0, 0.0, 0.0], [0.0, 0.0, 0.0], [0.0, 0.0, 0.0], [0.0, 0.0, 0.0], [0.0, 0.0, 0.0]],
  "mulliken_charge": [0.29, -1.03, 0.74, -0.99, -0.86, -0.77, 0.31, 0.80, 0.63, -0.14, -0.90, -0.35, -0.82, 0.60, -1.09, 0.49, -0.10, -0.98, -0.35, -0.82, 0.76, -0.99, 0.42, 0.54, -0.44, 0.39, 0.54, 0.46, 0.53, 0.51, 0.44, 0.51, 0.42, -0.08, 0.34, 0.52, 0.46, 0.54, 0.31, 0.42, -0.16, -0.91, 0.28, -0.43, -0.48, 0.35, -0.56, -0.38, -0.18, 0.29, 0.35, 0.34, 0.49, 0.48, 0.31, -0.08, 0.34, 0.12, 0.08, 0.04, -1.00, -0.12, -0.86, 0.03, 0.50, 0.47, 0.44, 0.47, 0.53]
}


[3]
{
  "formula": "C19H29N3O4",
  "method": "ωB97M-V/def2-TZVPD",
  "lumo_energy_ha": 0.027,
  "homo_energy_ev": -8.5,
  "homo_lumo_gap_ev": 9.24,
  "elements": ["C", "N", "C", "O", "C", "H", "H", "C", "N", "C", "H", "H", "C", "N", "C", "O", "H", "H", "H", "C", "C", "C", "O", "C", "C", "H", "H", "H", "H", "H", "H", "C", "H", "C", "C", "C", "H", "C", "O", "C", "C", "H", "H", "H", "H", "H", "H", "H", "H", "H", "H", "H", "H", "H", "H"],
  "positions_angstrom": [[-0.835, -0.579, -2.524], [-0.795, -0.085, -1.169], [0.227, -0.334, -0.319], [0.207, 0.047, 0.840], [1.396, -1.098, -0.907], [1.036, -2.043, -1.324], [1.850, -0.513, -1.708], [2.473, -1.422, 0.137], [3.560, -0.449, 0.057], [4.882, -1.024, 0.151], [5.156, -1.428, -0.831], [5.591, -0.240, 0.414], [4.923, -2.174, 1.166], [4.033, -3.195, 0.672], [2.905, -2.879, 0.003], [2.247, -3.716, -0.584], [4.344, -4.153, 0.615], [4.588, -1.815, 2.148], [5.930, -2.581, 1.270], [3.361, 0.689, 0.941], [4.118, 1.880, 0.454], [4.476, 2.181, -0.826], [5.141, 3.349, -0.878], [5.211, 3.816, 0.379], [4.605, 2.959, 1.243], [4.507, 3.072, 2.303], [5.712, 4.751, 0.531], [4.328, 1.652, -1.745], [3.660, 0.471, 1.981], [2.293, 0.921, 0.953], [1.997, -1.375, 1.132], [-1.984, 0.573, -0.660], [-1.692, 1.088, 0.257], [-3.097, -0.431, -0.349], [-4.313, 0.216, 0.318], [-5.086, 1.134, -0.634], [-4.471, 1.976, -0.953], [-6.336, 1.673, 0.065], [-7.177, 0.640, 0.519], [-6.518, -0.198, 1.440], [-5.281, -0.857, 0.828], [-4.797, -1.484, 1.577], [-5.593, -1.489, -0.006], [-7.253, -0.948, 1.739], [-6.222, 0.385, 2.328], [-6.941, 2.267, -0.623], [-6.034, 2.308, 0.914], [-5.391, 0.568, -1.516], [-3.967, 0.808, 1.173], [-2.686, -1.186, 0.325], [-3.410, -0.934, -1.267], [-2.315, 1.311, -1.395], [-0.906, -1.669, -2.556], [-1.708, -0.161, -3.022], [0.054, -0.273, -3.077]],
  "forces_ev_per_a": [[0.2, -0.2, -0.2], [-0.2, 0.2, 0.0], [0.1, 0.0, -0.4], [0.0, 0.0, 0.4], [0.0, -0.3, 0.4], [0.0, 0.1, -0.1], [0.0, 0.0, 0.0], [-0.5, 0.2, -0.3], [0.0, 0.1, 0.0], [0.3, -0.3, 0.2], [0.2, 0.0, 0.1], [0.0, 0.0, -0.1], [0.0, 0.6, -0.1], [0.2, -0.4, 0.1], [0.1, -0.1, 0.0], [-0.2, -0.1, -0.1], [-0.1, 0.1, 0.0], [0.2, 0.0, 0.0], [-0.1, 0.0, 0.0], [-0.1, 0.1, -0.1], [0.1, 0.1, -0.5], [-0.4, -0.7, 0.5], [0.2, 0.3, -0.4], [-0.1, 0.0, 0.8], [0.2, 0.4, -0.3], [0.0, 0.1, 0.2], [0.1, 0.1, -0.1], [0.0, 0.0, -0.2], [-0.1, 0.0, 0.0], [0.1, -0.1, 0.1], [0.1, 0.0, -0.1], [-0.2, 0.0, 0.3], [-0.1, 0.0, -0.1], [0.0, 0.4, 0.2], [0.0, -0.4, -0.4], [-0.2, 0.1, 0.4], [0.0, 0.1, -0.1], [0.2, 0.2, -0.3], [-0.1, 0.0, -0.1], [0.1, -0.4, 0.1], [-0.1, 0.4, 0.2], [0.0, -0.1, 0.0], [0.0, -0.1, 0.0], [0.1, 0.1, 0.1], [0.0, 0.0, 0.0], [0.1, 0.0, 0.1], [0.0, 0.0, -0.1], [0.0, 0.0, -0.1], [0.0, 0.0, 0.0], [0.0, -0.1, 0.0], [0.0, -0.1, 0.0], [0.0, 0.0, 0.0], [0.0, 0.0, -0.1], [0.0, 0.0, 0.0], [-0.1, 0.0, -0.1]],
  "mulliken_charge": [-1.13, 0.30, 0.97, -0.73, -1.33, 0.58, 0.25, 0.21, 0.26, -0.93, 0.35, 0.52, -0.61, -0.09, -0.20, -0.71, 0.29, 0.24, 0.47, -0.43, 0.77, -0.53, -0.37, -0.34, -1.03, 0.44, 0.45, 0.49, 0.18, 0.34, 0.42, -1.31, 0.31, -0.59, 0.39, -0.59, 0.31, -0.72, -0.40, -0.64, -0.72, 0.39, 0.33, 0.36, 0.36, 0.36, 0.38, 0.29, 0.24, 0.31, 0.39, 0.34, 0.36, 0.39, 0.35]
}


[4]
{
  "formula": "C4H3N3",
  "method": "ωB97M-V/def2-TZVPD",
  "lumo_energy_ha": -0.018,
  "homo_energy_ev": -9.3,
  "homo_lumo_gap_ev": 8.85,
  "elements": ["N", "C", "C", "N", "C", "C", "N", "H", "H", "H"],
  "positions_angstrom": [[-0.018, 0.060, -2.529], [0.169, -0.262, -1.434], [-1.239, 0.936, 0.792], [0.113, 1.428, 1.060], [0.966, 0.554, 0.699], [0.286, -0.606, -0.001], [-1.062, -0.362, 0.526], [2.031, 0.628, 0.915], [0.688, -1.612, 0.117], [-1.828, -0.941, 0.212]],
  "forces_ev_per_a": [[0.3, -0.4, 1.1], [0.1, 0.0, -1.3], [-0.1, -0.3, 0.8], [0.2, -0.2, 0.2], [-0.2, 0.2, -0.1], [0.1, 0.0, 0.0], [-0.3, 0.4, -0.4], [-0.1, 0.1, -0.4], [0.0, 0.1, 0.2], [-0.1, 0.2, -0.1]],
  "mulliken_charge": [-0.39, 0.20, -0.24, -0.35, -0.10, 0.08, -0.13, 0.39, 0.29, 0.24]
}


[5]
{
  "formula": "CH4OSSi",
  "method": "ωB97M-V/def2-TZVPD",
  "lumo_energy_ha": -0.021,
  "homo_energy_ev": -9.8,
  "homo_lumo_gap_ev": 9.26,
  "elements": ["C", "O", "Si", "S", "H", "H", "H", "H"],
  "positions_angstrom": [[-0.568, -0.308, -0.333], [-3.092, -0.317, -0.087], [1.215, 0.230, 0.122], [-1.846, -0.042, 0.607], [-0.665, -0.607, -1.417], [1.488, 1.685, 0.247], [2.025, -0.481, -0.867], [1.443, -0.160, 1.728]],
  "forces_ev_per_a": [[1.0, 0.7, -0.7], [-1.0, -0.1, 0.1], [-0.8, -0.6, 3.0], [1.1, -0.3, -0.8], [-0.4, 0.2, 1.3], [-0.2, -0.1, -0.6], [0.4, 0.0, 0.1], [-0.1, 0.2, -2.3]],
  "mulliken_charge": [-0.32, -0.49, 0.37, 0.34, 0.33, -0.07, -0.10, -0.06]
}


[6]
{
  "formula": "C4H6EuO3",
  "method": "ωB97M-V/def2-TZVPD",
  "s_squared": 15.76,
  "total_charge": 2,
  "lumo_energy_ha": [-0.348, -0.340],
  "spin_multiplicity": 8,
  "homo_energy_ev": [-15.8, -15.8],
  "homo_lumo_gap_ev": [6.31, 6.55],
  "elements": ["C", "C", "O", "H", "H", "H", "O", "C", "O", "Eu", "C", "H", "H", "H"],
  "positions_angstrom": [[-4.016, -1.124, 0.329], [-2.901, -0.422, 0.439], [-5.243, -0.670, 0.483], [-3.583, -1.960, 1.053], [-2.854, 0.657, 0.585], [-5.682, -0.521, -0.364], [-1.602, -0.947, -0.225], [-0.524, -0.303, -0.394], [0.575, -0.970, -0.168], [0.416, 2.091, -0.885], [0.831, -2.232, -0.822], [0.601, -3.042, -0.122], [0.212, -2.311, -1.723], [1.891, -2.208, -1.082]],
  "forces_ev_per_a": [[2.1, -3.2, 3.2], [2.1, 3.8, -3.4], [-0.5, 0.4, 0.3], [-1.9, -1.0, -2.3], [0.4, 0.1, -0.5], [0.0, 0.1, 0.0], [-2.0, -1.2, 2.0], [-0.8, 1.5, 1.7], [0.4, 1.2, -1.3], [0.0, -0.3, 0.1], [0.1, -1.4, 0.0], [0.1, 0.1, -0.3], [0.1, 0.0, 0.3], [-0.3, -0.2, 0.1]],
  "mulliken_charge": [-0.20, 0.03, -0.41, 0.22, 0.19, 0.40, -0.18, 0.13, -0.29, 1.82, -0.61, 0.27, 0.35, 0.27]
}


[7]
{
  "formula": "C4H5ClOS",
  "method": "ωB97M-V/def2-TZVPD",
  "lumo_energy_ha": [-0.039, -0.039],
  "homo_energy_ev": [-9.1, -9.1],
  "homo_lumo_gap_ev": [8.02, 8.02],
  "elements": ["C", "C", "C", "C", "O", "S", "Cl", "H", "H", "H", "H", "H"],
  "positions_angstrom": [[-0.902, 1.278, 0.948], [-0.119, 0.240, 1.011], [2.671, 0.249, -1.316], [-1.531, -0.160, 0.889], [2.443, 0.035, 1.606], [1.482, -0.472, 0.653], [0.724, -2.438, 0.937], [-1.238, 2.213, 1.174], [3.717, 0.033, -0.939], [2.528, -0.637, -2.071], [-1.973, -0.456, 1.864], [-2.168, -0.502, 0.088]],
  "forces_ev_per_a": [[0.4, -3.7, 0.3], [0.2, 0.1, -1.9], [-0.1, -1.3, -0.8], [-0.9, 1.0, 2.5], [-0.2, -0.5, 0.6], [0.5, 0.6, -0.9], [0.5, 0.2, 0.3], [-0.3, 2.4, 0.1], [-0.8, 0.0, 0.2], [-0.1, 1.2, 1.2], [0.2, -0.1, -0.7], [0.7, 0.1, -0.8]],
  "mulliken_charge": [-0.16, 0.01, -0.49, -0.53, -0.46, 0.57, -0.24, 0.42, 0.21, 0.21, 0.18, 0.27]
}


[8]
{
  "formula": "C20H23NO4",
  "method": "ωB97M-V/def2-TZVPD",
  "lumo_energy_ha": -0.001,
  "homo_energy_ev": -9.5,
  "homo_lumo_gap_ev": 9.41,
  "elements": ["C", "C", "C", "C", "C", "C", "C", "H", "H", "O", "C", "O", "C", "C", "C", "C", "C", "C", "H", "H", "O", "C", "O", "C", "C", "C", "C", "N", "C", "H", "H", "H", "H", "H", "H", "H", "H", "H", "H", "H", "H", "H", "H", "H", "H", "H", "H", "H"],
  "positions_angstrom": [[3.286, 3.500, 3.192], [4.129, 4.166, 2.109], [3.519, 4.046, 0.705], [4.137, 2.945, -0.160], [3.899, 1.537, 0.380], [4.452, 0.445, -0.539], [3.613, 0.238, -1.792], [4.074, -0.503, -2.456], [3.491, 1.166, -2.360], [2.324, -0.236, -1.400], [1.458, -0.475, -2.387], [1.721, -0.319, -3.556], [0.144, -0.953, -1.887], [-0.844, -1.267, -2.818], [-2.079, -1.709, -2.397], [-2.336, -1.839, -1.035], [-1.357, -1.537, -0.098], [-0.121, -1.092, -0.528], [0.646, -0.855, 0.191], [-1.560, -1.644, 0.955], [-3.581, -2.337, -0.693], [-4.253, -1.889, 0.388], [-3.875, -1.005, 1.111], [-5.535, -2.613, 0.557], [-5.891, -3.716, -0.217], [-7.110, -4.326, 0.025], [-7.919, -3.811, 1.029], [-7.588, -2.764, 1.768], [-6.430, -2.182, 1.539], [-6.184, -1.327, 2.155], [-8.879, -4.256, 1.257], [-7.425, -5.183, -0.549], [-5.225, -4.082, -0.983], [-2.856, -1.956, -3.104], [-0.621, -1.155, -3.868], [4.481, -0.501, 0.006], [5.469, 0.695, -0.844], [4.385, 1.441, 1.352], [2.829, 1.374, 0.517], [5.213, 3.119, -0.245], [3.711, 3.026, -1.162], [2.444, 3.873, 0.791], [3.653, 4.993, 0.176], [5.132, 3.733, 2.108], [4.236, 5.222, 2.365], [3.145, 2.442, 2.990], [2.307, 3.970, 3.250], [3.769, 3.602, 4.162]],
  "forces_ev_per_a": [[0.2, 0.1, 0.0], [-0.3, 0.0, 0.0], [0.3, 0.0, -0.1], [-0.3, 0.0, 0.2], [0.3, 0.0, -0.2], [-0.5, 0.0, 0.0], [0.6, 0.1, -0.2], [-0.1, 0.1, 0.1], [0.0, -0.1, 0.0], [-0.1, 0.0, 0.4], [0.0, 0.0, -0.4], [0.0, 0.0, 0.1], [-0.2, -0.1, 0.0], [0.2, 0.1, 0.1], [-0.3, -0.1, 0.3], [0.5, 0.3, -0.1], [-0.2, -0.1, 0.1], [0.0, 0.0, -0.2], [0.0, 0.0, 0.1], [0.0, 0.0, 0.0], [0.1, -0.2, -0.3], [-0.1, 0.5, 0.5], [-0.1, -0.2, -0.2], [-0.3, -0.2, 0.0], [0.0, 0.2, 0.1], [0.0, 0.0, 0.0], [0.0, -0.3, -0.2], [-0.4, 0.2, 0.4], [0.5, 0.1, -0.2], [0.1, 0.1, 0.0], [-0.1, -0.1, -0.1], [0.0, -0.1, 0.0], [0.0, 0.0, 0.0], [-0.1, 0.0, -0.1], [0.0, 0.0, -0.1], [0.1, -0.1, 0.0], [0.1, -0.1, 0.0], [-0.1, 0.0, 0.1], [-0.1, 0.0, 0.1], [0.1, 0.0, -0.1], [0.1, 0.0, -0.1], [-0.1, 0.0, 0.0], [-0.1, 0.0, 0.0], [0.1, 0.0, 0.0], [0.1, 0.0, 0.0], [-0.1, -0.1, 0.0], [-0.1, 0.0, 0.0], [0.0, 0.0, 0.1]],
  "mulliken_charge": [-1.18, -0.48, -0.79, -0.58, -0.31, -0.92, -0.62, 0.42, 0.36, -0.18, 0.45, -0.63, 0.26, -0.75, -0.37, 0.50, -0.41, -0.57, 0.41, 0.44, -0.31, 0.67, -0.57, 0.12, -0.21, -0.51, -0.23, -0.62, -0.28, 0.45, 0.36, 0.39, 0.47, 0.46, 0.46, 0.32, 0.44, 0.29, 0.33, 0.27, 0.31, 0.39, 0.33, 0.32, 0.35, 0.26, 0.34, 0.35]
}


Here are the calculated E numbers, same order: -2986.3826, -4225.3874, -1206.6200, -318.3680, -803.3374, -1091.2124, -1088.7248, -1131.6632 (a.u.).
Here are the calculated ΔE to the lowest compared entry with this formula, charge and spin numbers, same order: 398.2, 0.0, 250.6, 306.6, 42.0, 538.8, 771.7, 102.3 (kJ/mol).